[1]
Density functional theory data (ωB97M-V with the def2-TZVPD basis set) for 4 unconnected molecules or ions with the total composition C24H61F3NO15P5Si at a distorted geometry.

orbital gap = 7.8 eV
spin multiplicity = 1
SMILES = NP(O)[Si@@](CCCO)(CCC(F)(F)F)[PH2]=O.CCOP(=O)(OCC)OCC.CCOP(=O)(OCC)OCC.CCOP(=O)(OCC)OCC
strongest force on any atom = 5.77 eV/A

The geometry in XYZ format:
```
110
C24H61F3NO15P5Si (ωB97M-V with the def2-TZVPD basis set)
N -4.0736 -1.9522 -0.8772
P -3.4039 -0.5205 -1.5845
O -3.5672 0.6152 -0.3975
Si -1.1520 -0.7985 -1.5884
C -0.4824 0.4535 -2.8031
C 1.0051 0.2927 -3.1686
C 1.3047 0.5869 -4.6362
O 0.3143 0.0367 -5.4951
C -0.5620 -0.5431 0.1996
C 0.6537 0.4022 0.3881
C 0.3624 1.4293 1.4496
F 1.3309 2.3595 1.4717
F 0.2722 0.9062 2.6670
F -0.7667 2.1013 1.2175
P -0.7094 -2.9518 -2.1618
O -1.9603 -3.7419 -2.3604
H -4.8727 -1.6798 -0.3069
H -4.4854 -2.4854 -1.6392
H -4.3926 1.0999 -0.5095
H -1.1227 0.4081 -3.6879
H -0.6715 1.4405 -2.3639
H 1.4274 -0.6770 -2.8869
H 1.5815 1.0286 -2.5990
H 1.4531 1.6572 -4.8138
H 2.2693 0.1210 -4.8712
H 0.7353 -0.4014 -6.2400
H -0.3073 -1.5126 0.6336
H -1.4043 -0.1608 0.7792
H 0.9406 0.9552 -0.5032
H 1.4899 -0.1930 0.7561
H 0.1513 -3.0146 -3.2840
H 0.0196 -3.5068 -1.0810
O 3.9265 -2.4926 2.3518
P 5.1399 -2.9526 3.0513
O 5.7524 -4.1817 2.2066
C 6.2646 -3.9437 0.8929
C 7.5986 -3.2186 0.9079
O 4.5804 -3.7633 4.3357
C 3.2108 -3.6796 4.7341
C 2.4074 -4.8331 4.1719
O 6.5008 -2.5393 3.7985
C 6.6663 -1.1798 4.2683
C 5.6722 -0.8253 5.3558
H 5.5285 -3.3867 0.3062
H 6.3813 -4.9239 0.4330
H 7.4899 -2.1949 1.2728
H 8.0173 -3.1740 -0.0980
H 8.3039 -3.7263 1.5650
H 2.7790 -2.7218 4.4435
H 3.2036 -3.7182 5.8250
H 2.5383 -4.9119 3.0929
H 1.3453 -4.7069 4.3872
H 2.7401 -5.7764 4.6070
H 6.5782 -0.4905 3.4251
H 7.6847 -1.1103 4.6445
H 4.6502 -0.8052 4.9681
H 5.8948 0.1597 5.7658
H 5.7027 -1.5620 6.1576
O 1.8472 4.8593 -5.7981
P 1.3613 6.2351 -5.6387
O -0.1582 6.2480 -5.1352
C -0.4778 5.6994 -3.8499
C -0.0346 6.5934 -2.7065
O 1.1036 6.7921 -7.1350
C 1.5276 6.0632 -8.2865
C 0.3991 5.2231 -8.8461
O 1.8570 7.6377 -5.0605
C 3.2685 7.8319 -4.8056
C 4.0902 7.7836 -6.0777
H -0.0364 4.7031 -3.7558
H -1.5602 5.5845 -3.8330
H 1.0543 6.6442 -2.6416
H -0.4103 6.2092 -1.7578
H -0.4012 7.6095 -2.8496
H 2.3989 5.4488 -8.0588
H 1.8403 6.8048 -9.0241
H -0.0391 4.5918 -8.0731
H 0.7553 4.5865 -9.6573
H -0.3969 5.8623 -9.2302
H 3.6157 7.0805 -4.0925
H 3.3601 8.8052 -4.3287
H 4.0774 6.7844 -6.5200
H 5.1274 8.0451 -5.8682
H 3.6897 8.4743 -6.8191
O -6.5883 -1.9717 3.4234
P -5.8877 -3.0516 4.1304
O -4.6952 -3.6345 3.2439
C -3.5975 -2.7767 2.8990
C -2.6704 -2.5213 4.0738
O -6.8871 -4.3237 4.0923
C -8.2303 -4.2040 3.6267
C -8.3388 -4.5955 2.1681
O -5.3289 -3.3837 5.5911
C -5.7793 -2.5873 6.7113
C -7.2632 -2.7522 6.9709
H -3.9792 -1.8361 2.4935
H -3.0526 -3.2805 2.1029
H -3.1620 -1.9273 4.8473
H -1.7843 -1.9769 3.7445
H -2.3628 -3.4615 4.5312
H -8.6109 -3.1960 3.7921
H -8.8310 -4.8800 4.2385
H -7.6207 -4.0440 1.5613
H -9.3423 -4.3993 1.7875
H -8.1205 -5.6566 2.0414
H -5.5328 -1.5378 6.5334
H -5.2025 -2.9195 7.5718
H -7.8568 -2.3410 6.1508
H -7.5474 -2.2316 7.8854
H -7.5210 -3.8066 7.0643
```



[2]
Density functional theory data (ωB97M-V with the def2-TZVPD basis set) for 5 unconnected molecules or ions with the total composition C24H61N3O6S2 at a distorted geometry.

orbital gap = 8.5 eV
spin multiplicity = 1
SMILES = CCOS(C)(=O)=O.CCOS(C)(=O)=O.CCN(CC)CC.CCN(CC)CC.CCN(CC)CC
strongest force on any atom = 3.90 eV/A

The geometry in XYZ format:
```
96
C24H61N3O6S2 (ωB97M-V with the def2-TZVPD basis set)
C 0.0048 0.4655 -11.6898
C 0.7996 0.2236 -10.3612
N 1.3741 1.4612 -9.8442
C 2.2971 1.0543 -8.8308
C 3.0749 2.3030 -8.3311
C 0.3473 2.3909 -9.4814
C -0.7767 1.7433 -8.5819
H -0.3624 -0.4828 -12.0822
H 0.6151 0.8039 -12.5271
H -0.8290 1.1673 -11.7081
H 0.3047 -0.3995 -9.6162
H 1.7062 -0.2974 -10.6688
H 1.6663 0.7399 -7.9993
H 2.9741 0.2776 -9.1866
H 3.9985 1.9619 -7.8636
H 3.3404 2.8843 -9.2141
H 2.6334 2.9340 -7.5597
H 0.1278 2.9804 -10.3716
H 0.7788 3.1124 -8.7877
H -1.1059 0.7993 -9.0161
H -1.6028 2.4527 -8.5324
H -0.3564 1.4916 -7.6082
C -4.6986 -6.9029 0.4582
C -5.1092 -5.7569 1.4184
N -6.3064 -6.1072 2.2620
C -6.8438 -4.9469 3.0738
C -7.7866 -4.1990 2.0697
C -6.0229 -7.2146 3.1349
C -5.0386 -6.8441 4.2834
H -4.4137 -7.8876 0.8286
H -3.9343 -6.6295 -0.2693
H -5.6117 -7.0282 -0.1238
H -4.2048 -5.4794 1.9599
H -5.2784 -4.8508 0.8366
H -7.3029 -5.2598 4.0115
H -6.0660 -4.2488 3.3834
H -7.5035 -3.7987 1.0962
H -8.5740 -4.8876 1.7631
H -8.3631 -3.4896 2.6635
H -5.6540 -8.0220 2.5022
H -6.9521 -7.5816 3.5707
H -4.7971 -7.7835 4.7807
H -5.5916 -6.1764 4.9441
H -4.1541 -6.4022 3.8247
C 4.1836 -3.7898 8.1972
C 3.3859 -2.9655 7.2183
N 4.0771 -2.0694 6.2940
C 4.7678 -2.9496 5.3560
C 5.4548 -2.3238 4.1261
C 5.1114 -1.2394 6.9475
C 4.4759 -0.3140 7.9973
H 3.5102 -4.2595 8.9142
H 4.9206 -3.1411 8.6707
H 4.7890 -4.5637 7.7253
H 2.9384 -3.7297 6.5829
H 2.5061 -2.4262 7.5692
H 5.4589 -3.6838 5.7700
H 3.9184 -3.4507 4.8919
H 5.2726 -1.2663 3.9348
H 6.5402 -2.4154 4.1654
H 5.1433 -2.8245 3.2093
H 5.5301 -0.6582 6.1258
H 5.9496 -1.7303 7.4421
H 3.8631 0.4443 7.5100
H 5.2786 0.1773 8.5472
H 3.9252 -0.9067 8.7278
O 4.3157 10.9912 1.9309
S 4.2027 9.9427 0.8978
O 4.7415 10.1454 -0.4857
O 4.8368 8.5035 1.5446
C 5.1612 7.4871 0.6495
C 4.4676 6.2809 1.1972
C 2.4811 9.3921 0.7967
H 6.2415 7.3606 0.5779
H 4.8216 7.6529 -0.3730
H 4.9197 6.1268 2.1769
H 4.5771 5.4560 0.4931
H 3.3967 6.4267 1.3389
H 2.2706 8.7988 -0.0932
H 1.8675 10.2925 0.7685
H 2.3496 8.8433 1.7292
O -1.5497 0.3207 -1.2892
S -2.1713 1.3633 -0.5525
O -1.8753 2.7458 -0.9234
O -3.8418 1.1173 -0.6542
C -4.5839 2.1369 -0.0784
C -5.3543 2.7844 -1.1901
C -1.8817 1.0306 1.3443
H -3.9723 2.8102 0.5222
H -5.3244 1.7960 0.6451
H -4.7543 3.5279 -1.7147
H -6.2852 3.1675 -0.7719
H -5.6192 2.0672 -1.9670
H -2.3387 1.7344 2.0400
H -0.8128 1.2386 1.3910
H -2.0897 -0.0255 1.5158
```